(1)
Density functional theory data (the ωB97M-V functional and the def2-TZVPD basis) for 2 unconnected molecules or ions with the total composition C20H33N3O2.

XYZ file:
```
58
Properties=species:S:1:pos:R:3:lowdin_charge:R:1
C 3.5060 1.1827 4.4616 -0.1030
C 4.5784 2.1286 3.9153 -0.2597
C 4.4715 2.2336 2.3835 -0.2044
C 5.0885 3.5192 1.7969 -0.1979
C 4.2523 4.2046 0.7253 -0.2068
C 2.9993 4.8999 1.2535 -0.1480
C 1.8434 3.9985 1.6255 -0.2291
C 1.2239 4.1309 2.8887 -0.0282
C 0.1807 3.3055 3.2446 -0.0127
C -0.2997 2.3198 2.3628 -0.2294
N -1.3254 1.5078 2.7577 0.1299
C -1.7046 0.6298 1.8770 -0.1186
C -1.1166 0.5093 0.6002 -0.1073
N -0.1362 1.2621 0.1913 0.1353
C 0.2928 2.1948 1.0944 -0.2117
C 1.3633 3.0478 0.7537 0.0204
H 2.5382 1.5484 4.1342 0.0535
H 3.6658 0.2013 4.0255 0.0732
H 3.5392 1.1245 5.5439 0.0669
H 5.5674 1.7374 4.1460 0.1023
H 4.4840 3.1129 4.3671 0.0974
H 4.9969 1.3823 1.9565 0.1102
H 3.4273 2.1236 2.1141 0.0827
H 6.0458 3.2584 1.3507 0.1043
H 5.3143 4.2093 2.6062 0.1028
H 4.8732 4.9753 0.2687 0.1072
H 4.0232 3.5106 -0.0768 0.1055
H 3.2637 5.5025 2.1195 0.1108
H 2.6431 5.5866 0.4868 0.1182
H 1.5758 4.8716 3.5887 0.1100
H -0.2712 3.4125 4.2169 0.1108
H -2.5091 -0.0397 2.1443 0.1030
H -1.4993 -0.2427 -0.0744 0.0862
H 1.8078 2.9223 -0.2208 0.1196
C -5.7679 -3.7418 -4.6205 -0.1149
O -5.2019 -4.7076 -3.7563 -0.1940
C -4.1120 -5.4340 -4.3100 -0.2179
C -2.8049 -5.0772 -3.6338 -0.2171
N -2.3899 -3.7166 -3.9529 -0.0511
C -1.2609 -3.2176 -3.1708 -0.1979
C -1.4136 -3.0999 -1.6574 -0.2204
O -2.3182 -2.0954 -1.2324 -0.2103
C -3.6847 -2.4694 -1.2100 -0.0911
H -6.6918 -3.3949 -4.1606 0.0878
H -5.1092 -2.8781 -4.7628 0.0786
H -6.0043 -4.1728 -5.5973 0.0872
H -4.0475 -5.2771 -5.3905 0.1216
H -4.3119 -6.4951 -4.1367 0.1213
H -2.0310 -5.7703 -3.9766 0.1236
H -2.9410 -5.2325 -2.5553 0.1052
H -3.1749 -3.0926 -3.8254 0.0702
H -1.0192 -2.2233 -3.5539 0.1208
H -0.3949 -3.8541 -3.3781 0.1180
H -0.4399 -2.8013 -1.2602 0.1223
H -1.6616 -4.0569 -1.1837 0.1125
H -3.8131 -3.5270 -0.9698 0.0895
H -4.1785 -2.2469 -2.1593 0.0755
H -4.1763 -1.8755 -0.4385 0.0870
```

Values from the calculation:
Total charge: 0
Molecular weight: 347.50 u
Multiplicity: 1
HOMO: -0.3218 hartree
SMILES: CCCCCCc1ccc2nccnc2c1.COCCNCCOC
Gap between HOMO and LUMO: 8.779 eV
Maximum force: 0.8 eV/Å

=====

(2)
Density functional theory data (the ωB97M-V functional and the def2-TZVPD basis) for a molecular structure, C15H21CeF5IO2P2 at a distorted geometry.

XYZ file:
```
47
Properties=species:S:1:pos:R:3:lowdin_charge:R:1
C -1.1152 2.8531 -2.3975 -0.0605
C -1.3660 1.5514 -1.7315 -0.5716
H -2.0537 3.1680 -2.8820 0.1149
H -0.3324 2.7858 -3.1634 0.0767
H -0.8243 3.6270 -1.6729 0.0774
O -2.4208 0.9921 -1.6738 0.0274
I 2.3521 -1.3781 0.7750 1.3563
Ce 0.7108 0.8096 -0.4928 0.5196
P -0.6887 1.7816 1.5672 0.7108
C -1.7384 1.0111 2.7468 -0.2228
C 0.8414 2.2245 2.4658 -0.2093
H 0.5777 3.1217 3.0303 0.0791
H -1.5970 3.8585 2.2215 0.0731
H 1.6800 2.4616 1.7997 0.0526
H -0.6948 4.0398 0.6902 0.0620
H -1.2869 0.1285 3.1878 0.0450
H 1.1774 1.4433 3.1469 0.0439
C -1.3900 3.4092 1.2490 -0.2100
H -1.9951 1.7505 3.5318 0.0896
H -2.3102 3.3180 0.6732 0.0724
H -2.6690 0.6657 2.2794 0.0817
P 0.9201 -0.6427 -2.8457 0.7018
C 0.2810 -2.3017 -3.0734 -0.2274
C 0.5810 0.1969 -4.4042 -0.2188
H 3.2628 0.0054 -2.5059 0.0533
H 3.0009 -1.0568 -3.9273 0.0754
H 3.0106 -1.7455 -2.2609 0.0380
C 2.7300 -0.8831 -2.8778 -0.2490
H 1.0517 1.1836 -4.4080 0.0573
H 0.9820 -0.4078 -5.2220 0.0734
H 0.6890 -2.7578 -3.9803 0.0790
H -0.8079 -2.2752 -3.1456 0.0588
H -0.4948 0.3302 -4.5318 0.0713
H 0.5348 -2.9268 -2.2135 0.0620
C -1.1237 -1.2118 -0.3343 -0.2901
O -1.8508 -1.4753 -1.2578 0.1903
F 2.3854 -0.2568 3.3964 -0.0313
C 1.7295 -1.2864 2.7637 -0.5587
C -0.6408 -1.3361 0.9021 -0.1761
C -1.1503 -2.1950 1.8411 -0.1096
F -2.5391 -2.1259 2.0749 0.1072
C -0.6268 -3.3273 2.5152 -0.0840
F -1.4140 -4.4582 2.5687 0.1359
C 0.5302 -3.4119 3.2575 -0.0933
F 0.7929 -4.5873 3.8633 0.1687
C 1.3901 -2.3016 3.5958 -0.1847
F 1.9197 -2.3682 4.8591 0.1422
```

Values from the calculation:
Total charge: +2
Molecular weight: 657.29 u
Multiplicity: 2
HOMO (spin up / spin down): -0.4892 / -0.4892 hartree
Gap between HOMO and LUMO (spin up / spin down): 4.616 / 4.646 eV
Maximum force: 6.2 eV/Å

=====

(3)
Density functional theory data (the ωB97M-V functional and the def2-TZVPD basis) for a single C10H19NO2S molecule at a distorted geometry.

XYZ file:
```
33
Properties=species:S:1:pos:R:3:lowdin_charge:R:1
C 3.2907 -1.0441 -1.8699 -0.1728
S 3.8880 -0.3155 -0.3047 0.9054
O 5.0932 -0.9548 0.1673 -0.4705
C 3.1805 1.3815 0.8166 -0.1835
O 3.0008 2.5207 0.0359 -0.0447
C 1.9286 0.5207 0.9375 -0.4797
N 1.0751 0.7249 -0.2336 0.0128
C -0.3630 0.7950 0.0871 -0.3451
C -1.1746 0.8326 -1.1993 -0.1934
C -2.6354 1.0005 -0.9150 -0.1871
C -3.1898 -0.2535 -0.0763 -0.1400
C -2.2803 -0.4483 1.2293 -0.1884
C -0.8220 -0.4293 0.9522 -0.1776
C 2.6132 -0.8530 1.0523 -0.1742
H 3.6065 -1.9500 -2.1475 0.0051
H 2.2747 -0.8693 -1.8293 -0.0030
H 3.7076 -0.1816 -2.5664 0.1041
H 3.8379 2.9187 0.0208 0.0617
H 1.5428 0.9631 2.0159 0.1933
H 1.1487 1.6341 -0.6220 0.0880
H -0.6268 1.7645 0.6064 0.1620
H -1.0214 -0.1772 -1.7151 0.1457
H -0.7981 1.5785 -1.8120 0.0877
H -3.2219 0.9489 -1.8426 0.1071
H -2.7148 1.9397 -0.4324 0.0925
H -4.2105 -0.2388 0.2038 0.0754
H -3.0250 -1.1918 -0.7157 0.1244
H -2.4190 0.4409 1.7996 0.1035
H -2.6306 -1.3988 1.5465 0.0958
H -0.2390 -0.3924 1.9340 0.1250
H -0.4079 -1.2435 0.4255 0.0943
H 2.9611 -1.0097 2.0272 0.0760
H 1.9938 -1.7111 0.6978 0.1002
```

Values from the calculation:
Total charge: 0
Molecular weight: 217.33 u
Multiplicity: 1
HOMO: -0.2927 hartree
SMILES: C[S@@]1(=O)=C(O)[C@@H](NC2CCCCC2)C1
Gap between HOMO and LUMO: 8.450 eV
Maximum force: 6.2 eV/Å

=====

(4)
Density functional theory data (the ωB97M-V functional and the def2-TZVPD basis) for a molecular structure, C29H53N8O14SZn at a distorted geometry.

XYZ file:
```
106
Properties=species:S:1:pos:R:3:lowdin_charge:R:1
C 8.4405 -10.3976 6.0038 0.0472
N 7.6153 -9.8549 7.0807 -0.0568
C 7.6979 -8.5639 7.4083 0.0261
C 6.9489 -8.0006 8.3982 0.0618
C 6.1429 -8.8077 9.1699 -0.1205
C 5.9923 -10.1459 8.7954 0.0572
C 6.7688 -10.6426 7.7708 0.0207
C 5.3339 -8.1634 10.2247 -0.0960
C 4.5681 -7.0238 9.9494 0.0730
C 3.8446 -6.4495 10.9399 0.0279
N 3.6946 -7.0296 12.1555 -0.0769
C 4.3673 -8.1607 12.4110 0.0047
C 5.1374 -8.7736 11.4666 0.0445
C 2.8110 -6.4222 13.1497 0.0331
H 8.7645 -9.5909 5.3497 0.0932
H 7.9923 -11.2234 5.4692 0.1124
H 9.3562 -10.7476 6.4895 0.1175
H 8.3963 -7.9681 6.8245 0.1328
H 6.9269 -6.9176 8.4759 0.1267
H 5.2586 -10.8081 9.2326 0.1363
H 6.7452 -11.6586 7.4019 0.1505
H 4.6106 -6.5774 8.9523 0.1236
H 3.2773 -5.5371 10.8045 0.1533
H 4.3492 -8.5231 13.4299 0.1542
H 5.7777 -9.5678 11.8289 0.1421
H 1.9103 -6.1050 12.6249 0.1110
H 3.2879 -5.5429 13.5730 0.1182
H 2.4675 -7.1145 13.9089 0.1091
C 11.7406 -2.2224 5.0181 0.0304
C 11.9775 -1.3951 6.2296 -0.4118
O 12.6650 -0.4487 6.2952 0.1902
N 11.2223 -1.8354 7.4605 0.0827
H 10.4964 -2.5248 7.1367 0.0987
H 11.9186 -2.4421 7.9454 0.1732
C 10.7158 -0.6879 8.2401 0.0069
H 12.2043 -3.2071 5.0922 0.1032
H 12.3090 -1.7681 4.2011 0.1053
H 10.7038 -2.1927 4.6935 0.0841
H 9.8222 -0.2931 7.7621 0.0917
H 11.5020 0.0556 8.2680 0.0971
H 10.4169 -1.0358 9.2216 0.0871
Zn 6.2209 -5.4538 5.3964 0.6782
C 2.8409 -4.2758 7.1939 0.0093
C 4.1117 -4.7356 6.5529 -0.6595
O 4.9118 -3.9583 5.9513 -0.0598
O 4.4605 -5.9430 6.6920 -0.0563
H 2.9763 -4.1506 8.2729 0.0717
H 2.0691 -4.9883 6.9368 0.0882
H 2.6603 -3.2376 6.9100 0.0843
C 5.9086 -8.0383 2.4370 0.0088
C 5.8675 -7.0829 3.6023 -0.6674
O 6.2542 -7.4418 4.7733 -0.0863
O 5.5675 -5.8748 3.4255 -0.0179
H 6.1294 -7.3950 1.5849 0.0892
H 4.9439 -8.5204 2.3003 0.0857
H 6.7143 -8.7609 2.5248 0.0738
S 8.7156 -4.8994 6.0803 0.4004
O 9.3373 -3.6572 6.5524 -0.3606
O 8.0236 -4.6856 4.7686 -0.3611
O 9.6319 -6.0709 6.0159 -0.3829
O 7.5192 -5.2849 6.9014 -0.3720
O 13.1197 -4.6571 7.6561 0.0070
C 13.1833 -5.8741 7.6045 -0.6004
N 12.1685 -6.6334 7.1419 0.1611
C 14.4139 -6.6219 8.0799 0.0008
H 12.2780 -7.6252 7.2829 0.0899
H 11.2101 -6.3570 6.8227 0.0675
H 14.1259 -7.4639 8.7048 0.0781
H 15.1430 -5.9565 8.5108 0.0829
H 14.7578 -7.0582 7.1324 0.0936
O 8.6831 -1.1228 1.6768 0.0172
C 8.2142 -2.0861 2.2861 -0.5687
N 8.9329 -3.2196 2.5718 0.1427
C 6.7894 -2.0676 2.7894 -0.0025
H 8.7628 -3.6676 3.4875 0.0447
H 9.8399 -3.4014 2.1835 0.0925
H 6.1560 -1.4101 2.2011 0.0830
H 6.7445 -1.6654 3.8068 0.0718
H 6.3384 -3.0625 2.7808 0.0729
O 7.5042 -0.5838 8.3809 -0.0116
C 6.6452 -1.1448 7.6818 -0.5641
N 6.9838 -2.0736 6.7639 0.1948
C 5.2048 -0.7564 7.8088 0.0021
H 7.9383 -2.2901 6.5462 0.0633
H 6.2453 -2.5918 6.3011 0.0624
H 4.5399 -1.6209 7.9226 0.0666
H 4.8917 -0.3176 6.8560 0.0955
H 4.9860 -0.0734 8.6180 0.0822
O 9.2418 -2.9467 11.7476 0.0437
C 9.6156 -3.5349 10.7574 -0.5948
N 9.1237 -3.2824 9.5074 0.1678
C 10.7871 -4.5107 10.8074 0.0006
H 8.3941 -2.5804 9.4210 0.0939
H 9.2539 -3.9690 8.7844 0.0647
H 11.3986 -4.3747 9.9155 0.0563
H 10.4465 -5.5456 10.8670 0.0766
H 11.3625 -4.2763 11.6971 0.0833
O 10.9253 -9.2221 2.5288 0.0328
C 10.5795 -8.1929 3.0748 -0.5927
N 10.8196 -7.9490 4.3993 0.1425
C 9.7664 -7.1393 2.3658 0.0088
H 10.3615 -7.1698 4.8992 0.0359
H 11.2836 -8.5954 5.0110 0.0863
H 8.8423 -6.9106 2.9043 0.0708
H 9.6025 -7.5118 1.3601 0.0878
H 10.2469 -6.1604 2.2976 0.0791
```

Values from the calculation:
Total charge: +1
Molecular weight: 835.24 u
Multiplicity: 1
HOMO: -0.3798 hartree
Gap between HOMO and LUMO: 5.060 eV
Maximum force: 2.2 eV/Å

=====

(5)
Density functional theory data (the ωB97M-V functional and the def2-TZVPD basis) for a single C18H20Cl2N2O4S molecule at a distorted geometry.

XYZ file:
```
47
Properties=species:S:1:pos:R:3:lowdin_charge:R:1
O -1.9387 -1.1861 -1.8723 0.0709
C -0.8951 -0.7958 -1.3814 -0.4378
N -0.6171 0.5028 -1.1277 0.0903
C -1.5849 1.5513 -1.3185 -0.1451
C -2.2855 2.0083 -0.0103 -0.1745
N -3.1297 1.0695 0.6653 -0.1649
C -4.1939 0.4313 -0.0886 -0.1965
C -4.6970 -0.6290 0.8819 -0.1665
C -3.3815 -1.1705 1.4372 -0.1621
C -2.5104 0.0844 1.5472 -0.1913
C 0.1919 -1.7247 -1.0174 -0.1584
C 0.1488 -3.0804 -0.8358 0.0334
C 1.4630 -3.4792 -0.5105 0.0135
C 2.2267 -2.3463 -0.5333 -0.3110
C 3.6606 -2.1270 -0.2849 -0.1308
S 3.8362 -0.9898 1.1567 0.6650
O 5.2193 -0.8720 1.5114 -0.3322
O 2.9371 -1.4394 2.1736 -0.3438
C 3.2986 0.6285 0.5034 -0.2872
C 2.1493 1.2838 0.9333 -0.6284
Cl 1.1074 0.5853 2.1057 0.8239
C 1.8112 2.5313 0.4124 -0.1061
C 2.6195 3.1256 -0.5379 -0.0505
C 3.7671 2.4891 -0.9757 -0.0862
C 4.1002 1.2479 -0.4505 -0.6169
Cl 5.5390 0.4911 -0.9983 0.7938
O 1.4606 -1.2710 -0.8280 0.0694
H 0.2396 0.7330 -0.6492 0.0946
H -1.0846 2.4174 -1.7614 0.1165
H -2.3299 1.1724 -2.0199 0.1145
H -1.5262 2.3378 0.7044 0.1049
H -2.9015 2.8752 -0.2790 0.1178
H -3.8352 -0.0631 -1.0030 0.0989
H -4.9518 1.1731 -0.3535 0.1199
H -5.2814 -0.1643 1.6765 0.1109
H -5.2968 -1.3937 0.3935 0.1083
H -3.4975 -1.6809 2.3913 0.1061
H -2.9440 -1.8639 0.7180 0.1002
H -1.4697 -0.1289 1.2869 0.0595
H -2.5226 0.4858 2.5694 0.1147
H -0.7198 -3.6992 -0.9231 0.1224
H 1.8020 -4.4720 -0.2983 0.1178
H 4.1697 -1.6545 -1.1215 0.0696
H 4.1618 -3.0488 -0.0046 0.1255
H 0.9201 3.0222 0.7685 0.1034
H 2.3566 4.0924 -0.9375 0.1157
H 4.4086 2.9410 -1.7145 0.1089
```

Values from the calculation:
Total charge: 0
Molecular weight: 431.34 u
Multiplicity: 1
HOMO: -0.2883 hartree
SMILES: O=C(NCCN1CCCC1)c1ccc(CS(=O)(=O)c2c(Cl)cccc2Cl)o1
Gap between HOMO and LUMO: 7.769 eV
Maximum force: 1.2 eV/Å

=====

(6)
Density functional theory data (the ωB97M-V functional and the def2-TZVPD basis) for a single C2H2N2O2S molecule at a distorted geometry.

XYZ file:
```
9
Properties=species:S:1:pos:R:3:lowdin_charge:R:1
C -1.1175 0.7439 -1.4448 -0.3384
C 0.5784 -0.7294 -0.3751 -0.1772
N 0.8817 -0.5041 0.7801 0.2113
N 0.6735 -1.4152 -1.4842 -0.3179
O 0.4413 -2.6886 -1.4625 -0.0862
O 0.5209 -0.7782 -2.7427 -0.3714
S -0.7111 0.5445 -2.9357 1.0250
H -1.6188 1.6496 -1.2897 -0.0351
H 1.7616 -0.5698 1.2623 0.0898
```

Values from the calculation:
Total charge: 0
Molecular weight: 118.12 u
Multiplicity: 1
HOMO: -0.3008 hartree
Gap between HOMO and LUMO: 7.174 eV
Maximum force: 2.0 eV/Å